29
Properties=species:S:1:pos:R:3:nbo_charge:R:1 method="wB97M-V/def2-TZVPD" relative_energy_kj_mol=320.1 homo_energy_ev=-13.2 lumo_energy_ev=-4.45 smiles="CNC(=O)C1=N[N@+](N)(CCOC)C=C1" total_charge=+1 orbital_gap_ev=8.79
O -0.666 -2.578 -0.704 -0.544
O -0.941 1.083 2.480 -0.569
N 0.902 0.919 -0.498 -0.281
N 1.476 -0.255 -0.997 0.006
N -0.183 2.882 1.312 -0.565
N 2.606 -0.139 -1.786 -0.620
C -0.892 3.879 2.080 -0.427
C 0.250 -0.922 -2.113 -0.108
C -0.275 1.579 1.598 0.605
C -0.952 -1.382 -1.371 -0.143
C 0.926 -0.665 1.136 -0.230
C 1.536 -1.210 0.078 0.017
C -1.777 -3.111 -0.002 -0.257
C 0.537 0.673 0.716 0.186
H -2.583 -3.377 -0.691 0.186
H -1.225 3.414 3.005 0.243
H 0.822 -1.725 -2.566 0.249
H 0.729 -1.073 2.106 0.282
H -1.325 -0.618 -0.666 0.205
H -1.417 -4.006 0.499 0.214
H -1.762 4.245 1.532 0.212
H 0.353 3.182 0.511 0.412
H 2.494 0.603 -2.471 0.395
H -2.152 -2.397 0.738 0.181
H -1.745 -1.529 -2.127 0.233
H 1.984 -2.166 -0.106 0.269
H -0.231 4.717 2.301 0.218
H 3.433 0.051 -1.223 0.392
H 0.077 -0.075 -2.769 0.239